[1]
The following is a DFT calculation (the ωB97M-V functional and the def2-TZVPD basis) of a structure of composition C16H32ClI2IrN2OP2 in a non-equilibrium geometry.

Output
frontier orbital gap (spin up / spin down) = 5.571 / 5.422 eV
energy above the lowest of the compared OMol25 structures with the same formula, charge and spin = 234.5 kcal per mole
net charge = +2
total energy = -2655.295093 Ha
multiplicity = 5
E_LUMO (spin up / spin down) = -8.4 / -8.8 eV

The geometry in XYZ format:
```
57
Properties=species:S:1:pos:R:3:lowdin_spin:R:1
I -5.99 -1.61 -1.78 0.150
I -3.17 -0.31 -5.19 0.779
Ir -1.48 0.19 -0.58 1.791
P -1.62 -2.16 -1.56 0.164
C -0.21 -2.97 -0.78 0.024
C -2.94 -3.57 -1.50 0.018
H -2.50 -4.46 -1.97 0.004
H -1.14 -3.57 -3.55 0.006
H -3.85 -3.34 -2.11 0.000
H -2.22 -2.27 -4.05 0.003
H -0.32 -2.88 0.30 0.001
H -3.22 -3.77 -0.48 0.000
C -1.34 -2.52 -3.42 0.039
H -0.22 -4.02 -1.10 0.004
H -0.50 -1.93 -3.78 0.000
H 0.72 -2.47 -1.11 0.000
P -3.10 2.02 -1.21 0.165
C -2.33 3.29 -0.18 0.029
C -3.38 2.74 -2.98 0.039
H -5.54 1.46 -1.40 0.000
H -5.32 3.10 -0.85 0.004
H -5.08 1.76 0.30 0.000
C -4.92 2.10 -0.73 0.019
H -4.02 1.98 -3.57 0.000
H -3.93 3.67 -2.90 0.006
H -2.73 4.28 -0.39 0.005
H -1.26 3.26 -0.32 0.003
H -2.39 2.83 -3.48 0.000
H -2.52 3.07 0.92 0.000
Cl -3.86 -0.46 -2.52 0.191
C 5.71 -1.05 0.38 0.000
C 5.30 0.16 1.06 0.000
N 3.96 0.47 1.72 -0.002
C 3.75 -0.35 2.95 0.005
C 4.36 0.43 4.08 0.000
C 2.82 0.36 0.72 -0.001
O 3.08 0.21 -0.46 -0.004
C 1.53 0.57 1.24 0.014
C 1.27 1.11 2.49 0.105
C -0.05 1.27 3.04 0.002
C -1.04 0.64 2.16 0.122
N -0.67 0.34 0.87 0.153
C 0.62 0.17 0.46 0.122
H 5.47 -1.84 1.16 0.000
H 6.87 -1.06 0.26 0.000
H 5.07 -1.21 -0.54 0.000
H 6.02 0.61 1.94 0.000
H 5.42 0.95 0.41 0.000
H 2.64 -0.39 3.15 0.002
H 4.41 -1.30 3.00 0.000
H 4.19 1.64 4.15 0.000
H 3.86 0.21 5.03 0.000
H 5.45 0.58 4.29 0.000
H 1.94 1.59 3.14 0.005
H -0.42 1.82 3.82 -0.002
H -1.99 0.79 2.09 0.015
H 0.82 -0.12 -0.66 0.020
```

***

[2]
The following is a DFT calculation (the ωB97M-V functional and the def2-TZVPD basis) of a structure of composition H8O4Tl in a non-equilibrium geometry.

Output
frontier orbital gap = 4.161 eV
energy above the lowest of the compared OMol25 structures with the same formula, charge and spin = 55.8 kcal per mole
net charge = +3
total energy = -476.709822 Ha
multiplicity = 1
E_LUMO = -21.1 eV

The geometry in XYZ format:
```
13
Properties=species:S:1:pos:R:3:nbo_charge:R:1
Tl 0.49 -1.14 -0.49 1.709
O -0.28 -0.84 2.38 -0.777
H -1.07 -0.84 2.91 0.539
H 0.43 -0.89 3.02 0.535
O -1.96 0.46 -0.08 -0.745
H -2.24 0.82 0.76 0.524
H -2.76 0.44 -0.61 0.545
O 1.59 -1.27 -3.16 -0.740
H 2.50 -1.24 -3.45 0.550
H 1.08 -0.95 -3.91 0.541
O 0.81 1.46 0.74 -0.753
H 0.05 1.77 1.22 0.518
H 1.37 2.23 0.66 0.551
```

***

[3]
The following is a DFT calculation (the ωB97M-V functional and the def2-TZVPD basis) of a cluster of 3 separate species, CH3ClNO in total in a non-equilibrium geometry.

Output
frontier orbital gap = 8.606 eV
energy above the lowest of the compared OMol25 structures with the same formula, charge and spin = 154.2 kcal per mole
net charge = -1
total energy = -629.955755 Ha
multiplicity = 1
E_LUMO = 3.9 eV

The geometry in XYZ format:
```
7
Properties=species:S:1:pos:R:3:nbo_charge:R:1
C -0.65 0.03 -0.18 0.336
N 0.15 -0.40 0.77 -0.386
O -0.52 -1.34 -0.20 -0.410
Cl 2.92 0.42 -0.09 -0.862
H -0.59 0.80 -0.94 0.206
H -2.49 0.67 0.18 -0.286
H 1.18 -0.17 0.47 0.403
```

***

[4]
The following is a DFT calculation (the ωB97M-V functional and the def2-TZVPD basis) of the molecule C21H25N3O7 in a non-equilibrium geometry.

Output
frontier orbital gap = 8.376 eV
total energy = -1506.205643 Ha
multiplicity = 1
E_LUMO = 0.6 eV

The geometry in XYZ format:
```
56
Properties=species:S:1:pos:R:3:nbo_charge:R:1
C -1.20 -4.34 -0.36 -0.634
C -0.28 -4.16 0.83 -0.078
H 0.41 -5.00 0.94 0.213
H -0.85 -4.05 1.76 0.179
O 0.49 -2.97 0.66 -0.507
C 1.81 -3.06 0.83 0.786
O 2.38 -4.04 1.26 -0.618
C 2.51 -1.82 0.52 0.001
C 2.14 -0.65 -0.12 0.124
N 0.94 -0.40 -0.78 -0.633
C 0.33 -1.24 -1.65 0.691
O 0.77 -2.30 -2.02 -0.610
C -0.99 -0.65 -2.17 -0.312
N -1.55 0.29 -1.22 -0.467
C -2.55 1.16 -1.81 -0.220
C -2.94 2.25 -0.81 -0.436
H -2.07 2.84 -0.53 0.217
H -3.69 2.90 -1.24 0.216
C -3.50 1.61 0.47 0.538
C -2.48 0.60 1.02 -0.437
C -2.11 -0.41 -0.06 -0.230
H -1.37 -1.10 0.32 0.222
H -3.02 -0.97 -0.34 0.179
H -1.60 1.15 1.35 0.216
H -2.91 0.09 1.88 0.219
O -4.73 0.95 0.23 -0.543
C -5.77 1.73 0.77 -0.092
H -6.15 2.43 0.01 0.166
C -5.07 2.48 1.91 -0.093
H -5.07 1.88 2.83 0.167
O -3.76 2.64 1.42 -0.529
H -5.49 3.47 2.11 0.195
H -6.56 1.07 1.10 0.196
H -2.12 1.63 -2.70 0.203
H -3.45 0.61 -2.10 0.178
H -0.76 -0.12 -3.10 0.224
H -1.66 -1.48 -2.42 0.200
H 0.48 0.50 -0.64 0.428
C 3.24 0.25 -0.04 -0.059
C 3.42 1.56 -0.49 -0.251
C 4.64 2.11 -0.23 0.201
C 5.66 1.42 0.46 0.310
C 5.52 0.14 0.92 -0.301
C 4.27 -0.44 0.65 0.142
N 3.81 -1.68 0.96 -0.486
H 4.31 -2.42 1.43 0.433
H 6.30 -0.38 1.44 0.228
O 6.75 2.23 0.57 -0.489
C 6.42 3.45 -0.06 0.237
O 5.10 3.37 -0.55 -0.479
H 7.11 3.63 -0.90 0.157
H 6.50 4.27 0.66 0.158
H 2.65 2.10 -1.02 0.225
H -1.68 -5.31 -0.31 0.214
H -1.96 -3.56 -0.38 0.200
H -0.61 -4.28 -1.28 0.240
```

***

[5]
The following is a DFT calculation (the ωB97M-V functional and the def2-TZVPD basis) of the molecule C5H10NP in a non-equilibrium geometry.

Output
frontier orbital gap = 8.681 eV
energy above the lowest of the compared OMol25 structures with the same formula, charge and spin = 31.6 kcal per mole
total energy = -592.529191 Ha
multiplicity = 1
E_LUMO = 0.6 eV

The geometry in XYZ format:
```
17
Properties=species:S:1:pos:R:3:nbo_charge:R:1
C -0.55 0.19 -0.99 -0.113
C 0.86 0.41 -1.46 -0.503
C 1.79 0.47 -0.26 -0.413
C 0.80 0.34 0.97 -0.226
C -1.35 -0.67 1.26 -0.420
N -0.63 0.36 0.58 -0.435
P -1.89 -0.32 -1.93 0.280
H 1.07 -0.45 -2.17 0.243
H 0.93 1.28 -2.03 0.235
H 2.45 -0.40 -0.18 0.220
H 2.38 1.43 -0.27 0.221
H 0.86 -0.53 1.59 0.182
H 0.92 1.22 1.64 0.197
H -2.33 -0.77 0.66 0.214
H -0.74 -1.60 1.40 0.173
H -1.72 -0.36 2.21 0.202
H -2.86 -0.59 -1.03 -0.058
```

***

[6]
The following is a DFT calculation (the ωB97M-V functional and the def2-TZVPD basis) of the molecule C7H14.

Output
frontier orbital gap = 8.476 eV
energy above the lowest of the compared OMol25 structures with the same formula, charge and spin = 83.9 kcal per mole
total energy = -274.982482 Ha
multiplicity = 1
E_LUMO = 0.6 eV

The geometry in XYZ format:
```
21
Properties=species:S:1:pos:R:3:nbo_charge:R:1
C 1.34 0.65 0.79 -0.634
C 0.83 -0.35 -0.26 -0.399
C 0.52 -1.76 0.12 0.198
C 0.22 -1.99 1.55 -0.804
C -0.52 0.09 -0.94 -0.195
C -1.60 0.51 0.06 -0.618
C -0.28 1.22 -1.95 -0.599
H 1.56 1.62 0.33 0.215
H 2.28 0.29 1.23 0.213
H 0.64 0.82 1.60 0.205
H 1.55 -0.38 -1.09 0.224
H -0.89 -0.78 -1.50 0.227
H 1.19 -2.40 1.88 0.281
H -0.49 -2.80 1.69 0.240
H -0.02 -1.14 2.21 0.193
H -2.54 0.70 -0.47 0.216
H -1.33 1.43 0.59 0.204
H -1.80 -0.27 0.81 0.209
H 0.47 0.92 -2.70 0.212
H -1.21 1.46 -2.48 0.212
H 0.08 2.13 -1.46 0.201
```